Record 1
12 unconnected molecules or ions with the total composition BF4H22O11. Source: the Open Molecules 2025 dataset; level of theory: ωB97M-V/def2-TZVPD.

Each line ends with the Mulliken charge.
Element x y z (Å)
B 1.2237 -22.0530 -10.2726  0.9447
F 0.9366 -22.9975 -11.2812  -0.5524
F 0.0925 -21.3047 -9.9127  -0.3873
F 1.7171 -22.7389 -9.1416  -0.1950
F 2.2405 -21.1782 -10.7113  -0.4396
O -3.4666 -21.2735 -9.5898  -0.6288
H -3.9255 -21.6053 -8.8119  0.3104
H -2.6679 -21.8097 -9.6559  0.2975
O 4.4393 -22.7328 -7.2616  -0.6819
H 5.2680 -22.2549 -7.3598  0.3085
H 4.3662 -23.2729 -8.0612  0.2885
O -1.5327 -24.1192 -11.1322  -0.7004
H -2.0295 -24.0777 -10.3088  0.3022
H -0.8296 -23.4440 -11.0567  0.3959
O 4.1772 -23.3462 -10.5128  -0.7030
H 3.6274 -22.7302 -10.0083  0.2712
H 3.8551 -23.2492 -11.4152  0.3371
O 0.5551 -21.1198 -13.5182  -0.6413
H 1.1882 -21.3953 -12.8444  0.2679
H 0.5701 -20.1582 -13.4807  0.3124
O 1.5872 -18.4005 -10.2435  -0.6504
H 1.7198 -19.3405 -10.0546  0.3550
H 2.4739 -18.0581 -10.3875  0.2754
O -1.3737 -19.5942 -8.0380  -0.6642
H -1.8019 -19.6142 -8.9012  0.3269
H -0.5319 -20.0376 -8.1848  0.3407
O 3.2748 -24.9846 -12.9297  -0.6740
H 4.1435 -24.9714 -12.5144  0.3159
H 2.6513 -24.8255 -12.2092  0.3554
O 1.7629 -22.7467 -6.2704  -0.6442
H 1.1348 -22.0286 -6.3927  0.3266
H 2.5127 -22.5298 -6.8501  0.2925
O 2.2559 -25.4485 -7.7000  -0.6795
H 2.0838 -24.5018 -7.7964  0.2872
H 1.5796 -25.8746 -8.2363  0.3263
O 0.7294 -26.0761 -10.8506  -0.6514
H 0.0009 -25.4405 -10.7565  0.4291
H 1.4879 -25.6226 -10.4664  0.2262

The charge is -1. For the largest force on an atom, the calculation gives 0.52 eV/Å. For the gap between HOMO and LUMO, the calculation gives 10.9 eV. The relative energy (zero: lowest compared OMol25 entry of this formula, charge and spin) is 0.486 eV. The highest occupied orbital energy comes out at -8.32 eV.

Record 2
14 unconnected molecules or ions with the total composition BF4H26O13 at a distorted geometry. Source: the Open Molecules 2025 dataset; level of theory: ωB97M-V/def2-TZVPD.

Each line ends with the Mulliken charge.
Element x y z (Å)
B 0.1068 0.1082 0.0075  0.3510
F -0.0299 0.2267 1.3668  -0.2721
F 1.4037 0.4472 -0.3313  -0.1511
F -0.0835 -1.1556 -0.5572  -0.3138
F -0.7826 0.9729 -0.5448  -0.1135
O -0.7965 4.0583 0.7748  -0.6651
H -1.7516 4.0914 0.7196  0.3362
H -0.5790 3.1390 0.6201  0.2440
O -2.9380 -1.2992 -0.1238  -0.7511
H -2.5074 -2.1283 -0.3323  0.5127
H -2.2454 -0.6430 -0.2009  0.1058
O 0.9720 -3.5898 0.5780  -0.7736
H 0.5251 -4.2607 1.0942  0.2765
H 0.3099 -3.2828 -0.0413  0.3241
O -1.6868 -3.5132 -1.0240  -0.7740
H -1.9565 -3.1095 -1.8490  0.2587
H -1.2776 -4.3387 -1.2833  0.3110
O 3.0670 2.7900 -1.0987  -0.6009
H 3.9836 3.0458 -0.9956  0.2898
H 2.8154 2.4480 -0.2408  0.2583
O 0.0877 -0.7569 -3.0213  -0.6627
H -0.0344 -0.7345 -2.0722  0.3811
H -0.5824 -1.3641 -3.3352  0.2714
O -0.2086 1.8755 3.2125  -0.7762
H -0.1476 1.0769 2.6884  0.4478
H 0.6652 1.9833 3.5882  0.2774
O -1.5165 2.5837 -2.6255  -0.6990
H -1.1617 1.9642 -1.9879  0.4838
H -0.7448 2.9777 -3.0323  0.2974
O -4.0686 2.0245 -0.7868  -0.6655
H -3.4052 1.9608 -1.4739  0.3356
H -3.6096 1.7715 0.0142  0.2896
O 1.9612 -1.6033 2.3799  -0.7020
H 1.7589 -2.4582 1.9998  0.3866
H 1.4320 -0.9853 1.8756  0.3167
O -2.6614 1.5199 2.0360  -0.5907
H -2.7391 0.5913 2.2545  0.2721
H -1.8917 1.8171 2.5211  0.4034
O 2.6132 -2.5027 -1.3742  -0.6371
H 2.7524 -1.6408 -0.9817  0.2838
H 2.1299 -2.9938 -0.7097  0.4325
O 4.5833 -0.3478 0.5266  -0.6336
H 4.1558 -1.1384 0.8557  0.3372
H 4.0834 0.3728 0.9101  0.2974

The charge is -1. For the largest force on an atom, the calculation gives 1.86 eV/Å. For the gap between HOMO and LUMO, the calculation gives 9.8 eV. The relative energy (zero: lowest compared OMol25 entry of this formula, charge and spin) is 1.256 eV. The highest occupied orbital energy comes out at -7.81 eV.

Record 3
39 unconnected molecules or ions with the total composition BF4H76O38 at a distorted geometry. Source: the Open Molecules 2025 dataset; level of theory: ωB97M-V/def2-TZVPD.

Each line ends with the Mulliken charge.
Element x y z (Å)
B 0.0126 0.4255 -0.2883  0.4815
F 0.8978 1.1580 -1.0939  0.2902
F 0.7083 0.1904 0.8930  -0.5997
F -1.0750 1.1867 -0.0145  -0.2040
F -0.3528 -0.8006 -0.7146  -0.1545
O 6.3270 -0.1268 -0.2203  -0.5918
H 7.0719 0.3236 0.1778  0.2734
H 5.5720 0.4201 -0.0033  0.3139
O 1.6772 -3.2509 -4.8128  -0.5882
H 1.5213 -2.9232 -3.9271  0.3598
H 2.6057 -3.0809 -4.9716  0.3430
O 3.8073 0.2404 1.9461  -0.3904
H 3.9783 0.8669 1.2429  0.1088
H 3.3059 -0.4593 1.5275  0.3465
O -2.1766 5.0367 2.7064  -0.7482
H -1.5775 5.1098 3.4493  0.3046
H -1.8734 4.2647 2.2286  0.4198
O 1.5658 3.5808 3.1735  -0.5509
H 1.0980 3.9544 3.9205  0.2772
H 0.9577 3.6713 2.4399  0.2776
O 3.2028 -4.0771 2.1124  -0.6818
H 2.9145 -3.2061 1.8393  0.3106
H 2.4107 -4.4984 2.4461  0.3489
O -4.0238 -2.9864 -2.9731  -0.5790
H -4.1478 -2.6538 -2.0842  0.3161
H -3.9439 -3.9342 -2.8657  0.3021
O 3.1672 1.3463 4.4210  -0.5724
H 3.3578 1.3739 3.4834  0.2866
H 3.6773 2.0669 4.7909  0.2763
O -1.0502 -5.7429 0.4386  -0.6776
H -0.7856 -6.1271 1.2743  0.2889
H -1.1772 -4.8139 0.6310  0.3367
O 2.8716 3.3958 -3.0582  -0.5547
H 3.0009 3.9758 -3.8087  0.2361
H 3.4212 3.7691 -2.3691  0.2631
O -3.4521 5.8010 0.3680  -0.7103
H -2.9508 5.4938 1.1234  0.3724
H -4.3553 5.5496 0.5610  0.2780
O 5.3349 -0.9450 4.0971  -0.6564
H 4.6747 -1.0643 4.7798  0.2992
H 4.8692 -0.5024 3.3875  0.3792
O 1.0474 -4.5941 3.9926  -0.6746
H 1.6234 -4.3917 4.7298  0.2965
H 0.7917 -3.7393 3.6461  0.4162
O 2.4277 0.7574 -3.9309  -0.3929
H 2.7619 1.6285 -3.7167  0.3291
H 1.4841 0.8192 -3.7826  0.2550
O -1.8216 -2.5231 3.9198  -0.5457
H -2.4115 -1.7771 4.0277  0.2916
H -2.2876 -3.2574 4.3196  0.2322
O 3.5820 1.0479 -0.7770  -0.3825
H 2.6604 1.1581 -1.0109  -0.0185
H 4.0478 1.0865 -1.6123  0.2921
O -0.8214 -1.6507 -5.3288  -0.6012
H -0.2533 -1.0960 -4.7941  0.2277
H -0.3051 -1.8377 -6.1129  0.3210
O 0.6320 4.8353 0.7570  -0.5987
H 1.5295 5.1658 0.7184  0.2710
H 0.4628 4.4971 -0.1223  0.4129
O 0.1121 1.1749 4.2976  -0.6622
H -0.1220 1.7829 3.5963  0.3477
H 1.0518 1.3053 4.4246  0.2444
O -4.6369 1.9106 -0.5618  -0.6290
H -3.7923 1.6703 -0.9427  0.3546
H -4.8600 2.7430 -0.9785  0.2278
O -3.2370 2.1742 3.8418  -0.4640
H -2.4972 2.4471 4.3845  0.2202
H -3.9659 2.7195 4.1380  0.1977
O -3.9615 -0.4986 4.0668  -0.7238
H -4.6078 -0.6947 3.3885  0.3333
H -3.6288 0.3692 3.8376  0.3904
O -2.7179 2.1657 -2.3969  -0.5838
H -2.5034 2.0895 -3.3266  0.2095
H -3.0031 3.0732 -2.2899  0.2891
O -5.7739 1.2700 1.9008  -0.5603
H -5.4533 1.4566 1.0184  0.3918
H -5.7814 2.1213 2.3384  0.2526
O 0.1714 3.7507 -1.6918  -1.0954
H 0.8800 3.4890 -2.2797  0.1866
H -0.2714 2.9316 -1.4700  0.4881
O 0.8099 -2.7889 -2.3249  -0.4423
H 0.1777 -3.4735 -2.1061  0.2417
H 0.3048 -1.9765 -2.2922  0.0396
O -1.1630 2.5761 1.9336  0.1440
H -1.9574 2.0958 2.1671  0.0459
H -0.8899 2.1966 1.0984  0.1418
O 1.8861 0.1136 -6.6221  -0.6468
H 1.3983 0.8971 -6.8758  0.3069
H 1.9278 0.1558 -5.6667  0.3198
O -2.1464 5.3051 -2.1532  -0.6904
H -1.3929 4.7403 -1.9814  0.3239
H -2.5444 5.4423 -1.2936  0.4412
O 2.6211 -1.8453 0.5346  -0.4077
H 2.6983 -1.9966 -0.4074  0.0265
H 1.8127 -1.3420 0.6314  0.2742
O -1.6290 -2.8469 0.8390  -0.4125
H -1.8407 -2.4636 1.6902  0.1995
H -1.3252 -2.1080 0.3119  0.1688
O -0.3488 0.6257 -3.4427  -0.3358
H -0.5425 0.5636 -2.5074  -0.0221
H -0.9631 1.2818 -3.7720  0.0037
O -0.3361 -5.2536 -2.0486  -0.6049
H -0.5178 -5.3642 -1.1153  0.3931
H -0.9596 -5.8342 -2.4849  0.2419
O 4.1466 -1.4761 -4.0361  -0.5980
H 4.2278 -0.5254 -4.1120  0.2497
H 4.0692 -1.6361 -3.0956  0.2613
O -5.2484 -1.1648 -1.0037  -0.6080
H -5.8271 -0.4630 -1.3019  0.3026
H -4.4597 -0.7138 -0.7024  0.2823
O 0.9419 -1.9120 3.7065  -0.5821
H 1.1101 -1.0040 3.9585  0.1904
H -0.0116 -1.9941 3.7273  0.3531
O 3.2263 -4.3641 -1.9619  -0.5912
H 3.9564 -3.7451 -1.9631  0.2963
H 2.4699 -3.8436 -2.2322  0.3240
O -4.0051 -4.6639 0.3951  -0.6303
H -3.2600 -4.0988 0.5993  0.3471
H -4.0354 -4.6847 -0.5614  0.2755

The charge is -1. For the largest force on an atom, the calculation gives 3.30 eV/Å. For the gap between HOMO and LUMO, the calculation gives 8.3 eV. The relative energy (zero: lowest compared OMol25 entry of this formula, charge and spin) is 4.171 eV. The highest occupied orbital energy comes out at -7.30 eV.

Record 4
42 unconnected molecules or ions with the total composition BF4H82O41 at a distorted geometry. Source: the Open Molecules 2025 dataset; level of theory: ωB97M-V/def2-TZVPD.

Each line ends with the Mulliken charge.
Element x y z (Å)
B -5.3446 -11.7427 26.9600  -0.4193
F -6.6642 -11.3190 27.1533  0.5691
F -5.2687 -12.4984 25.8297  0.3883
F -4.4162 -10.7413 26.8823  -0.3078
F -5.0823 -12.5341 28.0892  0.6475
O -7.0296 -15.1493 30.4241  -0.6978
H -7.6106 -15.9030 30.3213  0.2684
H -6.5287 -15.1194 29.6091  0.2719
O -5.5761 -15.0772 27.9321  -0.6925
H -5.3591 -15.1861 27.0062  0.2957
H -5.7081 -14.1351 28.0385  0.1040
O -2.3598 -14.4408 26.6200  -0.5199
H -3.1568 -14.9243 26.4028  0.2360
H -1.6709 -15.1054 26.6289  0.2489
O -8.3930 -13.6504 25.9419  0.0734
H -9.3194 -13.5330 26.1523  0.0805
H -7.9307 -13.3848 26.7369  -0.0028
O -6.4245 -6.7579 25.6061  -0.5237
H -6.4578 -6.8478 26.5584  0.1064
H -5.8582 -6.0009 25.4562  0.2512
O -10.1087 -9.7838 23.8942  -0.5774
H -10.5300 -9.0052 23.5303  0.2148
H -10.6959 -10.5039 23.6646  0.2161
O -2.2204 -12.1209 28.0040  -0.2390
H -3.0902 -11.7733 27.8069  -0.0366
H -2.2086 -12.9852 27.5929  0.2265
O -1.1030 -10.0626 23.4757  -0.6506
H -0.7724 -9.2483 23.8550  0.2637
H -1.4466 -10.5530 24.2224  0.4527
O -8.7312 -14.1211 23.2714  -0.6497
H -8.4541 -13.3975 22.7093  0.3587
H -8.3145 -13.9432 24.1146  0.2291
O -8.9764 -16.7342 24.5468  -0.6707
H -8.6178 -15.8661 24.7315  0.2712
H -9.8036 -16.7595 25.0278  0.2973
O -8.6354 -9.6671 26.8026  1.2209
H -7.9041 -10.2394 27.0347  0.2228
H -8.9746 -10.0309 25.9848  -0.1656
O -2.3449 -16.0260 29.2668  -0.5958
H -2.9093 -15.6305 28.6026  0.2695
H -2.3329 -16.9577 29.0476  0.2828
O -5.7647 -13.6417 32.0148  -0.7141
H -6.1365 -14.1837 31.3190  0.4076
H -4.8242 -13.8158 31.9780  0.2795
O -11.5424 -12.3255 25.7133  -0.5530
H -12.0406 -11.5084 25.6957  0.2866
H -11.4819 -12.5497 26.6419  0.3419
O -7.9221 -10.3321 30.7507  -0.4453
H -8.3312 -9.4878 30.9405  0.1831
H -7.0906 -10.1074 30.3332  0.2511
O 0.2593 -11.7187 26.5025  -0.6249
H -0.4064 -11.8690 27.1737  0.3044
H 0.3511 -12.5636 26.0621  0.3131
O -4.4236 -16.0755 22.4598  -0.6468
H -5.0304 -16.7236 22.8176  0.3114
H -4.8147 -15.8154 21.6258  0.3022
O -3.0091 -11.8154 30.9206  -0.6402
H -3.4155 -12.0862 30.0974  0.2160
H -2.1664 -11.4429 30.6611  0.3720
O -5.6148 -10.9808 32.3859  -0.6993
H -5.4309 -10.6604 31.5029  0.2346
H -5.7080 -11.9279 32.2829  0.4925
O -8.1714 -11.7757 21.6942  -0.6928
H -7.2226 -11.7290 21.5762  0.3430
H -8.5265 -11.2079 21.0104  0.2710
O -8.2097 -13.0040 28.8561  0.5125
H -8.0374 -13.5763 29.6038  0.1936
H -7.4232 -12.4637 28.7812  -0.2911
O -4.6861 -12.9147 22.9404  -0.6736
H -3.8149 -12.9414 22.5447  0.3329
H -4.5549 -12.4743 23.7800  0.0855
O -11.3168 -8.3093 27.2514  -0.6816
H -10.5066 -8.2403 26.7465  0.2468
H -11.6297 -7.4079 27.3275  0.2810
O -10.9710 -13.2415 28.1853  -0.6804
H -10.0522 -13.2224 28.4532  0.1549
H -11.4234 -13.6730 28.9100  0.2833
O -5.4639 -17.5812 28.7316  -0.6746
H -5.4573 -16.6421 28.5460  0.4543
H -4.5636 -17.8638 28.5710  0.2715
O -5.9045 -6.4431 28.5529  -0.5484
H -6.8286 -6.5729 28.3394  0.4297
H -5.8786 -5.5989 29.0033  0.1690
O -4.7549 -15.0657 25.1860  -0.9314
H -5.0200 -14.1475 25.1319  0.1255
H -4.6220 -15.3312 24.2760  0.3699
O -5.6020 -10.1466 29.4716  -0.1642
H -5.5430 -10.6896 28.6856  -0.3238
H -5.0289 -9.4012 29.2919  0.1128
O -9.1087 -12.8694 31.7344  -0.6402
H -8.6748 -12.9112 32.5866  0.3222
H -8.6424 -12.1803 31.2612  0.2394
O -3.1961 -8.4512 25.8434  -0.2055
H -3.6091 -9.2656 26.1304  0.0250
H -3.3055 -8.4487 24.8925  0.2168
O -1.1784 -8.6583 27.6411  -0.6237
H -0.2289 -8.6495 27.5200  0.3384
H -1.5319 -8.7658 26.7581  0.1383
O -5.6425 -11.7437 20.5927  -0.7239
H -5.2317 -12.3625 21.1964  0.3379
H -5.1093 -10.9518 20.6610  0.3251
O -2.7449 -5.7782 26.2796  -0.6653
H -2.5209 -5.4730 25.4005  0.2938
H -2.9725 -6.7006 26.1627  0.3446
O -5.2675 -8.6247 23.6120  -0.6710
H -5.8650 -9.3432 23.8193  0.3001
H -5.7798 -7.8324 23.7734  0.2951
O -3.7068 -8.0696 29.1066  -0.6193
H -4.2281 -7.3701 28.7127  0.2763
H -2.9196 -8.1169 28.5640  0.3631
O -7.1365 -10.5350 24.1111  0.0348
H -6.7540 -11.2206 24.6588  -0.0918
H -7.9801 -10.8922 23.8336  0.0463
O -2.6501 -11.5226 25.1057  -0.5936
H -3.3119 -11.1991 25.7170  -0.0551
H -2.1349 -12.1460 25.6177  0.2575
O -8.4793 -7.4024 28.2445  -0.8075
H -8.5848 -7.7659 29.1237  0.3511
H -8.2211 -8.1499 27.7052  0.2008
O -0.3895 -10.6524 29.4007  -0.7003
H -0.4423 -9.6981 29.3483  0.2814
H -1.1803 -10.9611 28.9585  0.1858
O -10.7824 -10.1772 29.0133  -0.6961
H -9.9983 -10.7144 28.9000  0.2312
H -10.8991 -9.7419 28.1688  0.3884
O -8.9001 -7.4566 24.4323  -0.7364
H -8.8246 -8.3754 24.1749  0.4294
H -8.1072 -7.2836 24.9398  0.3410

The charge is -1. For the largest force on an atom, the calculation gives 1.77 eV/Å. For the gap between HOMO and LUMO, the calculation gives 8.6 eV. The highest occupied orbital energy comes out at -7.13 eV.

What is the charge in the fourth record?
-1

Which of these has the highest gap between HOMO and LUMO?
BF4H22O11